[1]
A molecular structure, C35H42CrN8O2S. Source: the Open Molecules 2025 dataset; level of theory: wB97M-V/def2-TZVPD.

```
89
Properties=species:S:1:pos:R:3:forces:R:3
Cr -1.028462 -0.089041 -0.145852 0.50 -0.40 0.44
C -5.800867 1.963987 -0.112244 -0.02 -0.02 0.05
C -4.408584 1.665243 -0.574193 0.08 0.00 0.02
N -3.495965 2.526825 -0.766198 0.07 0.06 -0.08
O -3.893866 3.822698 -0.483193 -0.02 -0.01 -0.03
C -4.000605 0.252317 -0.891063 -0.04 0.13 0.23
C -5.120684 -0.601181 -1.443530 0.05 0.00 -0.01
N -2.845847 -0.213121 -0.668952 -0.48 -0.43 -0.49
O -2.769888 -2.801260 -0.751289 -0.05 0.22 -0.06
H -5.837347 2.925044 0.392655 0.00 -0.01 0.00
H -6.154990 1.186846 0.564230 -0.01 0.00 0.00
H -6.487099 2.003993 -0.960063 0.00 0.01 -0.01
H -3.098800 4.337838 -0.670308 0.01 0.00 0.00
H -5.737818 -0.035671 -2.141531 0.01 0.01 -0.02
H -5.770392 -0.930797 -0.629175 0.00 0.01 0.00
H -4.729283 -1.482525 -1.943522 0.03 -0.02 0.01
C 1.646119 -6.236423 -2.447709 -0.01 -0.01 -0.01
C 0.672038 -6.206593 -1.261788 -0.01 0.00 0.01
C 1.392793 -6.676201 0.011253 0.01 0.00 -0.01
C -0.486157 -7.158218 -1.556175 0.00 -0.01 0.02
C 0.193238 -4.780828 -1.035225 -0.02 -0.03 0.01
C -1.128086 -4.430321 -0.997622 0.06 0.00 -0.03
C -1.500555 -3.090982 -0.768722 0.00 0.00 -0.01
N -0.591984 -2.120771 -0.570717 -0.08 0.06 -0.02
C 0.725603 -2.472297 -0.597814 0.00 -0.01 0.01
C 1.138880 -3.752565 -0.827333 0.00 0.04 0.02
C 1.671730 -1.362928 -0.336396 0.00 -0.02 0.00
C 3.046783 -1.548511 -0.284741 0.02 0.02 0.00
C 3.897461 -0.489137 -0.005718 -0.02 -0.02 -0.01
C 3.293920 0.749126 0.219696 -0.02 -0.01 0.00
C 1.927034 0.867400 0.153273 0.04 0.02 0.03
N 1.114558 -0.161884 -0.126331 -0.05 0.04 -0.07
C 5.409787 -0.634410 0.065618 -0.01 0.00 0.00
C 5.864123 -2.071343 -0.185961 0.00 0.00 0.00
C 5.880274 -0.203868 1.462750 0.00 0.00 0.00
C 6.039859 0.278934 -0.996152 0.01 0.00 0.00
H 1.988825 -7.258785 -2.610706 0.00 -0.01 0.00
H 2.527759 -5.618834 -2.274740 0.01 0.01 0.00
H 1.161643 -5.891674 -3.362599 0.00 0.00 0.00
H 1.718495 -7.709775 -0.111450 0.01 0.00 0.00
H 0.730748 -6.627468 0.876955 -0.01 -0.01 0.00
H 2.275052 -6.070242 0.222648 0.00 0.00 0.01
H -0.092840 -8.160610 -1.725456 0.00 0.00 -0.01
H -1.035728 -6.860612 -2.450617 0.00 0.00 -0.01
H -1.185562 -7.217845 -0.721102 0.00 0.00 0.01
H -1.928188 -5.137879 -1.147125 -0.01 0.00 0.00
H -2.872152 -1.751873 -0.749132 -0.01 -0.05 0.05
H 2.190612 -3.987489 -0.840111 0.00 -0.01 0.00
H 3.452486 -2.530663 -0.459773 0.01 0.00 0.01
H 3.879486 1.627628 0.449727 0.01 0.00 0.01
H 1.457430 1.823246 0.332507 0.03 -0.03 0.00
H 5.453460 -2.762746 0.552323 0.00 0.00 0.01
H 6.950311 -2.121936 -0.112159 0.00 0.00 0.00
H 5.587499 -2.416526 -1.184080 -0.01 0.00 -0.01
H 5.420953 -0.817783 2.239032 0.00 -0.01 0.00
H 5.641973 0.839895 1.668084 0.00 0.00 0.00
H 6.962333 -0.317899 1.534505 0.01 0.00 0.00
H 5.724506 -0.010272 -1.999896 0.00 0.00 0.00
H 7.126544 0.202811 -0.945931 0.01 0.00 0.00
H 5.771471 1.324299 -0.842373 0.00 0.01 0.00
S -1.307233 -0.398655 2.103159 0.04 0.06 -0.15
C -1.244761 1.310448 2.495316 -0.13 0.05 0.00
N -1.281060 1.634092 3.774400 0.09 -0.06 0.04
N -1.384360 2.858716 4.209372 0.05 -0.02 0.12
C -1.925834 4.046155 3.640497 0.04 0.11 -0.03
C -3.035023 4.035672 2.802803 0.03 -0.01 0.03
C -3.565207 5.239238 2.375238 -0.04 0.02 -0.02
C -3.002400 6.446875 2.773809 0.04 0.00 0.03
C -1.908497 6.447637 3.625367 -0.03 0.00 -0.03
C -1.372006 5.246396 4.065682 0.02 -0.01 -0.06
N -1.053005 2.263830 1.558212 -0.07 -0.05 -0.04
N -0.943402 1.835022 0.361627 0.13 0.40 0.03
C -0.574945 2.804686 -0.607160 -0.07 -0.01 0.03
C -0.407375 2.362690 -1.915703 -0.11 0.01 0.00
C -0.010428 3.245475 -2.903029 -0.01 0.06 0.00
C 0.210842 4.580999 -2.587195 0.02 -0.04 -0.01
C 0.034216 5.022162 -1.281774 0.00 -0.02 0.00
C -0.353220 4.140258 -0.283366 -0.05 0.04 -0.03
H -1.172608 2.920118 5.194514 -0.11 -0.05 0.02
H -3.485896 3.102742 2.494288 0.01 -0.04 -0.03
H -4.433801 5.232572 1.729926 0.03 -0.01 0.00
H -3.425101 7.380954 2.430400 -0.01 0.01 0.00
H -1.469921 7.380507 3.952320 0.00 0.01 0.00
H -0.519102 5.239329 4.733534 0.01 -0.01 -0.01
H -0.639090 1.335628 -2.192826 0.04 -0.01 0.02
H 0.109377 2.898145 -3.920026 0.00 0.00 -0.01
H 0.515591 5.275540 -3.357920 0.00 0.00 0.00
H 0.203471 6.061985 -1.035500 0.00 0.01 0.00
H -0.493254 4.474441 0.735546 0.01 0.00 0.02
```
Positions in Å, forces in eV/Å.

Computed properties:
Charge: +1
Energy relative to the best compared isomer or geometry (same formula, charge and spin) (kcal per mole): 0.0
Spin multiplicity: 4
Lowest unoccupied orbital energy (spin up / spin down) (eV): -3.612 / -3.697
Energy (hartree): -3389.89554
HOMO (spin up / spin down) (eV): -10.027 / -10.025
Max |F| (eV/A): 0.81



[2]
A molecular structure, C35H42F2N5PSSn in a non-equilibrium geometry. Source: the Open Molecules 2025 dataset; level of theory: wB97M-V/def2-TZVPD.

```
87
Properties=species:S:1:pos:R:3:forces:R:3
Sn -1.396611 -0.565452 0.231050 -0.27 0.13 1.00
F -1.940705 -5.916542 1.079676 -0.03 -0.02 0.01
C -2.024059 -4.693016 1.592725 0.10 0.06 -0.09
C -1.712867 -3.605105 0.789245 0.06 -0.09 0.22
C -1.795910 -2.343421 1.350540 -0.40 0.30 -0.70
C -2.148020 -2.121270 2.676084 -0.09 -0.30 0.14
C -2.481372 -3.257744 3.415940 0.03 -0.03 0.11
F -2.902385 -3.138413 4.680035 0.04 0.00 0.00
C -2.428729 -4.536936 2.900866 -0.04 -0.05 0.13
C -2.216761 -0.739314 3.205609 -0.06 -0.14 -0.20
C -2.311734 -0.413673 4.551992 -0.05 0.10 0.17
C -2.501598 0.907202 4.919956 0.00 -0.05 0.02
C -2.586510 1.888252 3.944188 -0.02 0.09 0.02
C -2.400008 1.512299 2.633999 0.10 -0.38 0.13
N -2.201790 0.233457 2.276429 0.11 0.34 -0.46
H -1.394470 -3.775718 -0.232339 0.02 -0.02 0.03
H -2.700318 -5.384036 3.516584 0.02 0.01 -0.03
H -2.251889 -1.174424 5.312552 -0.04 -0.04 -0.08
H -2.598758 1.161248 5.967481 0.01 0.01 -0.02
H -2.785629 2.922329 4.189701 0.06 -0.03 -0.01
H -2.419697 2.237871 1.845679 -0.01 0.23 -0.28
N -2.518225 2.117683 -2.970132 -0.15 0.26 0.13
C -1.679966 3.265989 -3.071021 -0.04 -0.03 -0.25
C -1.510220 3.879221 -4.297356 -0.06 -0.10 -0.13
C -0.675144 4.984323 -4.406638 -0.05 -0.02 -0.08
C -0.013842 5.463517 -3.290753 0.01 0.03 0.10
C -0.180387 4.834947 -2.060906 0.07 0.07 0.03
C -1.019717 3.742529 -1.959671 -0.09 -0.20 0.20
S -1.301603 3.000021 -0.380227 -0.26 0.30 0.40
N -2.078823 1.511911 -0.741083 0.29 -0.82 -0.30
C -2.619201 1.313549 -1.910006 -0.07 0.29 -0.14
C -3.442076 0.090136 -2.112996 0.02 0.12 -0.11
C -4.489367 0.019804 -3.010135 -0.08 -0.07 -0.09
C -5.160112 -1.189987 -3.150514 -0.04 -0.01 0.00
C -4.785912 -2.274016 -2.373759 0.02 0.09 -0.05
C -3.752549 -2.108753 -1.468839 -0.05 0.04 0.09
N -3.104875 -0.944677 -1.354826 0.65 -0.41 0.55
H -2.984786 1.834331 -3.816556 0.05 -0.01 -0.03
H -2.036995 3.498083 -5.167254 0.07 0.04 0.03
H -0.547477 5.466529 -5.366476 -0.02 -0.01 0.03
H 0.625411 6.332801 -3.366097 0.00 -0.03 0.00
H 0.330754 5.207709 -1.181024 0.00 0.01 -0.02
H -4.810105 0.884165 -3.575449 0.02 -0.01 0.00
H -5.971608 -1.280101 -3.861033 -0.01 0.03 0.04
H -5.285656 -3.228329 -2.458944 0.01 0.01 0.02
H -3.435557 -2.908978 -0.811658 -0.02 0.08 -0.04
C 1.495373 1.586676 -1.730151 0.07 0.03 0.00
C 2.340704 1.336827 -0.472172 0.11 -0.43 0.08
C 1.853455 2.290606 0.619408 0.20 0.09 0.02
C 3.818309 1.626407 -0.765799 -0.07 0.12 -0.10
P 2.048899 -0.428836 0.144407 -0.95 0.13 -0.11
N 0.485746 -0.835540 0.102668 0.56 0.62 -0.44
C 2.584058 -0.596838 1.948702 -0.01 -0.19 -0.30
C 2.617000 -2.101998 2.275407 0.03 0.06 0.12
C 1.507493 -0.004379 2.868707 -0.01 0.04 0.02
C 3.954133 0.024592 2.246840 -0.04 -0.09 0.11
C 2.910029 -1.673924 -0.969849 -0.02 0.12 0.31
C 2.259319 -3.053747 -0.769766 0.09 -0.06 -0.07
C 4.418106 -1.745898 -0.695913 0.00 -0.09 -0.16
C 2.668689 -1.273795 -2.431147 0.03 -0.08 -0.01
H 1.469599 2.662373 -1.920258 0.04 -0.05 0.01
H 0.466760 1.245265 -1.594651 0.09 -0.01 -0.04
H 1.899271 1.108048 -2.616192 0.00 0.04 0.02
H 1.880835 3.312391 0.230526 -0.01 -0.02 -0.02
H 2.483531 2.265082 1.504621 0.02 0.04 -0.04
H 0.830661 2.072927 0.906130 -0.05 0.01 0.10
H 3.919152 2.683567 -1.028804 -0.02 -0.02 0.03
H 4.195485 1.054017 -1.611039 0.00 0.01 0.02
H 4.456732 1.441805 0.095514 0.01 0.02 -0.03
H 1.701693 -2.598233 1.949351 0.01 0.01 0.03
H 2.688353 -2.216046 3.360353 0.02 0.04 -0.04
H 3.476247 -2.608585 1.842999 -0.03 -0.01 0.01
H 0.566211 -0.536194 2.729210 -0.01 -0.01 0.05
H 1.333151 1.058785 2.731886 0.01 -0.02 0.02
H 1.827557 -0.155783 3.902931 0.01 -0.01 -0.04
H 4.728636 -0.324359 1.565533 0.00 0.01 0.04
H 4.251528 -0.272946 3.255985 -0.01 0.01 -0.03
H 3.934508 1.112520 2.228057 0.03 -0.02 0.00
H 2.533024 -3.521659 0.170669 -0.01 0.00 -0.02
H 2.599132 -3.712455 -1.571859 0.04 0.03 0.01
H 1.173743 -2.984133 -0.822381 0.02 -0.02 -0.02
H 4.646567 -2.187354 0.271185 0.00 0.00 -0.01
H 4.902991 -0.773211 -0.755731 0.02 -0.04 -0.01
H 4.874953 -2.383106 -1.457239 -0.01 0.00 0.02
H 1.608591 -1.105009 -2.629117 0.03 0.00 -0.02
H 2.995312 -2.099452 -3.066018 0.01 -0.01 0.02
H 3.242320 -0.398409 -2.727639 -0.04 -0.02 0.00
```
Positions in Å, forces in eV/Å.

Computed properties:
Charge: +2
Energy relative to the best compared isomer or geometry (same formula, charge and spin) (kcal per mole): 9.9
Lowest unoccupied orbital energy (eV): -6.322
Energy (hartree): -2785.77874
HOMO (eV): -13.334
Max |F| (eV/A): 1.04